{
  "formula": "C15H52N8O11",
  "method": "wB97M-V/def2-TZVPD",
  "elements": ["C", "C", "O", "H", "H", "H", "H", "H", "H", "C", "C", "O", "H", "H", "H", "H", "H", "H", "C", "C", "O", "H", "H", "H", "H", "H", "H", "C", "C", "O", "H", "H", "H", "H", "H", "H", "C", "O", "N", "N", "H", "H", "H", "H", "C", "O", "N", "N", "H", "H", "H", "H", "C", "O", "N", "N", "H", "H", "H", "H", "C", "O", "N", "N", "H", "H", "H", "H", "C", "O", "H", "H", "H", "H", "C", "O", "H", "H", "H", "H", "C", "O", "H", "H", "H", "H"],
  "positions_angstrom": [[-2.658, -8.160, 1.644], [-3.523, -7.197, 0.838], [-3.585, -7.680, -0.500], [-2.477, -7.785, 2.625], [-1.697, -8.361, 1.150], [-3.200, -9.071, 1.722], [-3.225, -6.162, 0.768], [-4.510, -7.215, 1.273], [-4.107, -7.134, -1.058], [-0.346, -5.937, 3.871], [-0.622, -4.969, 2.757], [-0.371, -5.569, 1.534], [-0.902, -6.850, 3.628], [-0.632, -5.604, 4.890], [0.760, -6.165, 3.999], [-0.078, -3.999, 2.870], [-1.731, -4.886, 2.730], [-1.057, -5.173, 0.979], [-5.605, -4.510, 2.237], [-5.290, -5.403, 3.477], [-5.437, -4.616, 4.632], [-5.320, -5.094, 1.362], [-5.043, -3.590, 2.199], [-6.630, -4.236, 2.250], [-4.232, -5.747, 3.351], [-5.953, -6.281, 3.612], [-4.659, -4.044, 4.745], [-1.261, -6.133, -3.597], [-1.248, -7.269, -2.579], [-0.083, -8.024, -2.530], [-1.169, -6.499, -4.605], [-0.558, -5.335, -3.323], [-2.214, -5.574, -3.487], [-2.031, -7.941, -2.770], [-1.474, -6.907, -1.599], [-0.139, -8.696, -3.188], [-1.411, -10.748, 3.346], [-2.417, -11.378, 4.007], [-1.001, -11.105, 2.192], [-0.893, -9.712, 3.849], [-1.559, -11.853, 1.783], [-0.362, -10.611, 1.506], [-1.255, -9.384, 4.771], [-0.382, -9.065, 3.346], [0.884, -8.854, 1.026], [1.036, -8.693, 2.358], [0.642, -7.915, 0.186], [0.801, -10.051, 0.534], [0.327, -7.129, 0.711], [0.307, -7.972, -0.817], [1.275, -10.749, 1.049], [0.524, -10.341, -0.439], [-4.522, -10.402, -1.971], [-4.784, -9.334, -2.729], [-4.342, -11.589, -2.479], [-4.266, -10.336, -0.686], [-4.578, -11.640, -3.446], [-4.036, -12.492, -2.008], [-4.171, -9.414, -0.298], [-4.146, -11.151, -0.072], [-6.400, -6.551, -0.900], [-7.170, -6.232, 0.210], [-5.526, -5.710, -1.445], [-6.650, -7.599, -1.597], [-5.360, -4.802, -1.039], [-5.154, -5.876, -2.358], [-7.369, -8.184, -1.229], [-5.989, -8.093, -2.236], [-5.266, -8.995, 3.753], [-4.942, -10.351, 3.302], [-6.255, -8.956, 4.241], [-5.329, -8.229, 2.933], [-4.574, -8.461, 4.345], [-4.316, -10.555, 3.981], [-1.387, -10.964, -1.928], [0.016, -11.169, -2.137], [-1.800, -10.826, -2.932], [-1.637, -10.142, -1.227], [-1.779, -11.883, -1.637], [0.023, -11.905, -2.717], [-2.266, -3.559, -1.115], [-2.074, -3.912, 0.247], [-2.114, -2.495, -1.176], [-3.341, -3.621, -1.433], [-1.615, -4.129, -1.757], [-2.441, -3.162, 0.697]],
  "smiles": "NC(N)=O.NC(N)=O.NC(N)=O.NC(N)=O.CCO.CCO.CCO.CCO.CO.CO.CO",
  "lumo_energy_ev": -0.2,
  "e_above_lowest_kcal_mol": 0.0
}

=====

{
  "formula": "C15H53N22O14S2",
  "method": "wB97M-V/def2-TZVPD",
  "elements": ["N", "C", "C", "C", "C", "C", "S", "O", "O", "N", "S", "O", "O", "H", "H", "H", "H", "H", "H", "H", "H", "H", "H", "H", "H", "H", "C", "O", "N", "N", "H", "H", "H", "H", "C", "O", "N", "N", "H", "H", "H", "H", "C", "O", "N", "N", "H", "H", "H", "H", "C", "O", "N", "N", "H", "H", "H", "H", "C", "O", "N", "N", "H", "H", "H", "H", "C", "O", "N", "N", "H", "H", "H", "H", "C", "O", "N", "N", "H", "H", "H", "H", "C", "O", "N", "N", "H", "H", "H", "H", "C", "O", "N", "N", "H", "H", "H", "H", "C", "O", "N", "N", "H", "H", "H", "H"],
  "positions_angstrom": [[1.125, -0.506, 0.332], [-0.109, 0.047, -0.232], [-0.546, -0.619, -1.567], [0.345, -1.747, -1.993], [-0.293, -2.555, -3.119], [0.032, -2.112, -4.548], [0.086, -0.343, -4.849], [-1.217, 0.192, -4.593], [0.391, -0.255, -6.247], [1.216, 0.408, -4.008], [2.685, -0.134, -4.333], [3.300, 0.747, -5.286], [3.434, -0.059, -3.110], [1.889, -0.261, -0.281], [1.259, -0.103, 1.249], [-0.928, -0.101, 0.458], [0.000, 1.112, -0.408], [-1.540, -0.982, -1.488], [-0.547, 0.172, -2.288], [0.419, -2.415, -1.149], [1.352, -1.424, -2.198], [0.093, -3.559, -3.010], [-1.354, -2.629, -2.958], [0.916, -2.613, -4.896], [-0.766, -2.460, -5.182], [2.680, -1.408, -4.782], [1.343, -0.394, 4.341], [1.879, -0.022, 3.316], [0.564, 0.437, 5.102], [1.466, -1.675, 4.813], [0.102, 0.153, 5.945], [0.450, 1.377, 4.777], [2.025, -2.307, 4.273], [1.027, -2.003, 5.651], [5.674, -2.178, -5.472], [4.607, -2.472, -4.965], [5.850, -0.999, -6.129], [6.772, -3.004, -5.416], [6.714, -0.721, -6.552], [5.056, -0.373, -6.169], [6.664, -3.874, -4.933], [7.657, -2.777, -5.823], [-3.270, 1.466, -2.539], [-2.758, 0.652, -1.798], [-4.105, 2.466, -2.091], [-3.032, 1.454, -3.884], [-4.523, 3.154, -2.688], [-4.287, 2.500, -1.107], [-2.406, 0.735, -4.238], [-3.430, 2.115, -4.524], [7.399, 1.454, -3.221], [8.437, 2.011, -3.594], [7.333, 0.797, -2.026], [6.260, 1.440, -3.950], [6.514, 0.329, -1.685], [8.166, 0.796, -1.467], [6.271, 1.911, -4.834], [5.410, 0.982, -3.651], [-1.229, 4.985, -2.621], [-2.302, 5.574, -2.533], [-1.140, 3.650, -2.847], [-0.028, 5.639, -2.499], [-0.271, 3.151, -2.924], [-2.001, 3.136, -2.940], [-0.058, 6.625, -2.333], [0.861, 5.180, -2.567], [-3.515, -0.144, 5.142], [-2.970, -0.943, 5.903], [-4.403, 0.798, 5.585], [-3.278, -0.136, 3.804], [-4.865, 1.464, 4.991], [-4.590, 0.818, 6.569], [-2.630, -0.818, 3.447], [-3.709, 0.503, 3.165], [-7.463, -2.218, 7.701], [-8.599, -2.373, 8.113], [-7.094, -1.138, 6.944], [-6.454, -3.107, 7.958], [-6.162, -0.993, 6.595], [-7.803, -0.465, 6.734], [-6.683, -3.911, 8.509], [-5.514, -2.992, 7.626], [-4.126, -3.031, 1.594], [-3.065, -2.531, 1.282], [-4.344, -3.584, 2.834], [-5.199, -3.085, 0.740], [-5.212, -4.000, 3.112], [-3.583, -3.562, 3.486], [-5.074, -2.690, -0.173], [-6.081, -3.492, 0.980], [-7.001, 3.789, 5.587], [-5.887, 3.306, 5.462], [-7.269, 5.090, 5.268], [-8.067, 3.070, 6.055], [-8.173, 5.510, 5.362], [-6.508, 5.642, 4.921], [-7.902, 2.114, 6.300], [-8.988, 3.448, 6.166], [10.904, -0.798, -0.993], [10.495, -0.303, 0.043], [10.789, -0.174, -2.200], [11.513, -2.030, -1.025], [11.114, -0.563, -3.063], [10.344, 0.730, -2.212], [11.610, -2.515, -0.155], [11.856, -2.458, -1.863]],
  "total_charge": -1,
  "lumo_energy_ev": 1.4,
  "e_above_lowest_kcal_mol": 0.0
}

=====

Total energy values (in Ha) by entry order: -1868.31527, -3658.14979.
Highest occupied orbital energy values (in eV) by entry order: -8.4742, -5.3982.